Entry 1:
DFT (ωB97M-V/def2-TZVPD) results for a molecular structure, C40H31F9N4O2PPtS in a non-equilibrium geometry.

Positions of all 89 atoms, in Å:
1 Pt -0.412 -0.572 0.016
2 C -5.428 1.671 1.574
3 N -4.198 1.428 0.844
4 C -3.700 2.175 -0.186
5 C -2.538 1.579 -0.563
6 N -2.317 0.480 0.229
7 C -3.345 0.417 1.061
8 H -5.353 2.601 2.135
9 H -5.587 0.845 2.265
10 H -6.265 1.724 0.881
11 H -4.208 3.044 -0.558
12 H -1.861 1.863 -1.346
13 H -3.513 -0.313 1.827
14 F 2.167 5.689 3.940
15 C 1.381 5.674 2.854
16 F 1.767 6.687 2.074
17 F 0.137 5.939 3.268
18 C 1.462 4.351 2.136
19 C 0.562 3.342 2.443
20 C 0.634 2.130 1.775
21 C 1.602 1.921 0.799
22 C 2.542 2.921 0.545
23 C 2.464 4.138 1.199
24 P 1.675 0.317 -0.049
25 C 3.149 -0.463 0.637
26 C 3.002 -1.076 1.877
27 C 4.101 -1.609 2.528
28 C 5.351 -1.534 1.931
29 C 5.507 -0.928 0.691
30 C 4.407 -0.390 0.044
31 C 6.566 -2.091 2.628
32 F 6.239 -2.944 3.605
33 F 7.300 -1.117 3.183
34 F 7.366 -2.747 1.779
35 C 2.036 0.649 -1.800
36 C 2.297 -0.467 -2.599
37 C 2.476 -0.330 -3.959
38 C 2.378 0.929 -4.546
39 C 2.115 2.041 -3.770
40 C 1.947 1.901 -2.396
41 C 2.561 1.041 -6.038
42 F 2.422 2.294 -6.478
43 F 3.780 0.622 -6.410
44 F 1.674 0.282 -6.697
45 H -0.196 3.506 3.195
46 H -0.076 1.347 2.008
47 H 3.345 2.753 -0.159
48 H 3.179 4.918 0.981
49 H 2.020 -1.142 2.330
50 H 3.987 -2.087 3.490
51 H 6.483 -0.878 0.229
52 H 4.532 0.072 -0.927
53 H 2.347 -1.452 -2.151
54 H 2.674 -1.200 -4.570
55 H 2.026 3.015 -4.229
56 H 1.723 2.780 -1.813
57 S -1.703 0.763 -4.121
58 C -1.143 0.008 -2.838
59 N -0.694 -0.606 -1.933
60 C 0.329 -4.332 4.136
61 O -0.266 -4.009 2.884
62 C 0.524 -4.002 1.790
63 C 1.898 -4.226 1.786
64 C 2.590 -4.251 0.585
65 C 1.942 -4.060 -0.626
66 C 0.579 -3.826 -0.636
67 C -0.116 -3.781 0.564
68 N -1.525 -3.619 0.517
69 C -2.407 -3.035 1.289
70 C -2.357 -2.133 2.388
71 C -3.541 -2.127 3.167
72 C -3.645 -1.370 4.303
73 C -2.555 -0.574 4.686
74 C -1.416 -0.503 3.922
75 C -1.294 -1.246 2.732
76 O -0.253 -1.082 1.976
77 H -0.491 -4.384 4.848
78 H 1.033 -3.551 4.438
79 H 0.837 -5.298 4.087
80 H 2.425 -4.390 2.712
81 H 3.655 -4.435 0.601
82 H 2.490 -4.098 -1.555
83 H 0.052 -3.667 -1.567
84 H -1.938 -4.090 -0.282
85 H -3.415 -3.326 1.008
86 H -4.363 -2.764 2.868
87 H -4.542 -1.393 4.902
88 H -2.619 0.015 5.592
89 H -0.590 0.136 4.200

Output
Orbital gap (eV): 6.44
Total charge: +1
HOMO level (eV): -10.4
Maximum force (Eh/bohr): 0.0203
Lowest unoccupied orbital energy (eV): -4.0
ΔE to the lowest compared entry with this formula, charge and spin (eV): 1.761

And the Löwdin charges, in e, turn out to be: 1.00 0.01 -0.11 -0.03 -0.12 -0.06 -0.13 0.10 0.09 0.10 0.13 0.08 0.10 0.16 -0.60 0.16 0.15 -0.10 0.01 -0.07 -0.32 -0.06 0.01 0.96 -0.32 -0.07 0.00 -0.10 0.01 -0.04 -0.60 0.14 0.16 0.15 -0.37 -0.10 0.01 -0.11 0.01 -0.06 -0.60 0.15 0.15 0.15 0.13 0.07 0.12 0.13 0.09 0.12 0.13 0.11 0.10 0.13 0.13 0.10 0.65 -0.97 -0.16 -0.03 -0.08 -0.22 -0.01 -0.05 -0.07 -0.03 -0.18 0.15 0.02 -0.18 -0.05 -0.07 -0.04 0.01 -0.38 -0.28 0.10 0.10 0.10 0.11 0.12 0.11 0.12 0.18 0.15 0.12 0.11 0.12 0.12

Entry 2:
DFT (ωB97M-V/def2-TZVPD) results for a molecular structure, C37H53BrGaN4O3SbSi3 in a non-equilibrium geometry.

Positions of all 103 atoms, in Å:
1 Ga -9.125 -14.094 15.525
2 C -10.917 -10.107 14.785
3 Sb -10.752 -10.954 16.770
4 C -11.697 -12.649 16.482
5 C -11.829 -13.529 17.656
6 C -11.437 -14.891 17.667
7 C -11.547 -15.686 18.808
8 C -12.129 -15.154 19.961
9 C -12.528 -13.835 19.886
10 N -12.420 -13.059 18.793
11 Si -13.137 -13.050 15.199
12 C -12.771 -12.531 13.478
13 C -14.601 -12.115 15.894
14 C -13.513 -14.858 15.308
15 C -9.462 -9.736 18.035
16 C -8.032 -10.242 17.772
17 C -6.960 -9.226 17.967
18 C -5.740 -10.986 18.328
19 C -5.689 -12.408 17.826
20 C -6.663 -13.207 17.423
21 N -8.038 -12.749 17.230
22 Si -10.103 -9.773 19.908
23 C -9.947 -11.473 20.621
24 C -9.130 -8.661 21.047
25 C -11.943 -9.306 19.935
26 Si -9.700 -7.871 17.278
27 C -11.540 -7.624 16.947
28 C -8.616 -7.646 15.792
29 C -9.305 -6.681 18.668
30 H -11.879 -9.632 14.709
31 H -10.765 -10.929 14.092
32 H -10.143 -9.374 14.667
33 H -10.968 -15.364 16.828
34 H -11.188 -16.704 18.773
35 H -12.309 -15.739 20.868
36 H -13.073 -13.354 20.703
37 H -12.959 -11.457 13.367
38 H -13.488 -13.060 12.874
39 H -11.745 -12.765 13.177
40 H -14.396 -11.056 16.114
41 H -14.953 -12.545 16.828
42 H -15.403 -12.068 15.170
43 H -12.653 -15.519 15.143
44 H -14.314 -15.035 14.589
45 H -13.930 -15.101 16.306
46 H -7.157 -8.172 18.153
47 H -4.957 -10.941 19.104
48 H -4.721 -12.863 17.823
49 H -6.529 -14.280 17.141
50 H -8.903 -11.772 20.748
51 H -10.505 -12.222 20.028
52 H -10.400 -11.459 21.620
53 H -9.009 -9.315 21.907
54 H -9.582 -7.707 21.366
55 H -8.098 -8.470 20.713
56 H -12.543 -9.841 19.217
57 H -12.106 -8.230 19.713
58 H -12.326 -9.587 20.952
59 H -12.212 -8.528 17.078
60 H -11.707 -7.245 15.931
61 H -11.896 -6.903 17.684
62 H -8.278 -8.556 15.303
63 H -7.720 -7.084 16.116
64 H -9.144 -6.983 15.088
65 H -10.079 -6.700 19.447
66 H -9.330 -5.645 18.270
67 H -8.351 -6.829 19.146
68 C -8.662 -14.000 19.127
69 O -8.842 -12.768 18.427
70 C -7.932 -11.371 16.766
71 C -7.054 -10.412 18.904
72 C -5.650 -9.714 17.405
73 Br -4.210 -8.628 18.132
74 C -5.565 -9.780 15.918
75 C -6.408 -10.375 15.028
76 C -7.386 -11.322 15.529
77 O -7.518 -12.448 14.760
78 C -6.076 -10.318 13.598
79 N -6.090 -9.241 12.867
80 C -5.560 -9.659 11.635
81 C -5.293 -8.926 10.467
82 C -4.709 -9.599 9.435
83 C -4.342 -10.936 9.551
84 C -4.604 -11.678 10.652
85 C -5.242 -10.997 11.687
86 N -5.574 -11.434 12.941
87 H -8.849 -14.807 18.404
88 H -9.407 -14.097 19.893
89 H -7.694 -14.056 19.562
90 H -7.350 -10.373 19.956
91 H -4.747 -9.264 15.413
92 H -7.663 -12.271 13.823
93 H -5.532 -7.866 10.434
94 H -4.470 -9.109 8.524
95 H -3.816 -11.411 8.774
96 H -4.233 -12.708 10.782
97 H -5.170 -12.235 13.353
98 C -9.248 -12.236 11.279
99 O -9.090 -13.112 12.407
100 H -9.915 -12.673 10.570
101 H -8.293 -12.010 10.848
102 H -9.676 -11.303 11.650
103 H -8.941 -13.984 12.004

Output
Orbital gap (eV): 6.38
Total charge: +2
HOMO level (eV): -12.9
Maximum force (Eh/bohr): 0.0515
Lowest unoccupied orbital energy (eV): -6.6

Löwdin atomic charge list, values in e, 99 entries: 1.00 -0.20 1.68 -0.45 -0.46 -0.13 -0.05 -0.04 -0.13 0.10 0.46 -0.17 -0.16 -0.16 -0.42 -0.38 -0.19 -0.19 0.04 -0.08 -0.17 0.48 -0.17 -0.16 -0.16 0.50 -0.18 -0.15 -0.17 0.02 0.00 -0.01 0.02 0.12 0.12 0.13 0.04 0.05 0.02 0.04 0.04 0.04 0.04 0.05 0.06 0.12 0.13 0.13 0.14 0.04 0.01 0.06 0.04 0.06 0.04 0.00 0.04 0.07 0.02 0.05 0.04 0.01 0.06 0.06 0.03 0.07 0.02 -0.05 -0.22 -0.20 -0.08 -0.66 0.88 0.04 -0.07 -0.20 -0.08 -0.31 0.21 -0.21 0.00 -0.07 -0.08 -0.02 -0.22 0.17 0.08 0.09 0.09 0.13 0.12 0.08 0.12 0.11 0.10 0.13 0.16 -0.10 -0.20

Entry 3:
DFT (ωB97M-V/def2-TZVPD) results for 2 unconnected molecules or ions with the total composition CH7BrOSi2 in a non-equilibrium geometry.

Positions of all 12 atoms, in Å:
1 C 0.377 -0.185 1.845
2 O -1.419 -2.273 0.493
3 Si 0.724 0.546 -2.294
4 Si -1.221 -0.901 1.134
5 Br -3.039 0.350 1.634
6 H 0.456 0.970 1.943
7 H 0.405 -0.493 2.813
8 H 1.129 -0.466 1.164
9 H 1.939 0.428 -2.928
10 H 0.828 -0.179 -0.964
11 H 0.485 2.018 -2.068
12 H -0.665 0.184 -2.773

Output
Structure (SMILES): C[Si](=O)Br.[SiH4]
Orbital gap (eV): 10.54
HOMO level (eV): -10.6
Maximum force (Eh/bohr): 0.0893
Lowest unoccupied orbital energy (eV): 0.0
ΔE to the lowest compared entry with this formula, charge and spin (eV): 2.662

And the Löwdin charges, in e, turn out to be: -0.21 -0.39 0.61 0.16 0.31 0.09 -0.02 -0.02 -0.17 -0.14 -0.12 -0.10

Entry 4:
DFT (ωB97M-V/def2-TZVPD) results for a gas-phase ion, C7H12 (charge +1) in a non-equilibrium geometry.

Positions of all 19 atoms, in Å:
1 C -0.787 0.332 -2.203
2 C -0.672 -0.510 -0.937
3 C -0.140 0.223 0.264
4 C -0.503 -0.051 1.572
5 C -0.560 -1.356 2.212
6 C 2.051 1.209 -0.604
7 C 0.856 1.198 0.141
8 H -0.569 1.374 -1.938
9 H -1.815 0.440 -2.552
10 H -0.147 0.010 -3.015
11 H 0.017 -1.362 -1.109
12 H -1.489 -1.194 -0.686
13 H -0.398 0.820 2.228
14 H -1.506 -1.468 2.763
15 H 0.212 -1.518 2.967
16 H -0.551 -2.238 1.572
17 H 2.083 1.475 -1.650
18 H 2.971 0.886 -0.124
19 H 0.949 1.730 1.098

Output
Orbital gap (spin up / spin down) (eV): 7.73 / 8.33
Total charge: +1
Multiplicity: 2
HOMO level (spin up / spin down) (eV): -13.5 / -14.7
Maximum force (Eh/bohr): 0.0541
Lowest unoccupied orbital energy (spin up / spin down) (eV): -5.8 / -6.4
ΔE to the lowest compared entry with this formula, charge and spin (eV): 1.904

And the Löwdin charges, in e, turn out to be: -0.07 -0.18 -0.22 0.03 -0.03 0.18 -0.02 0.08 0.09 0.09 0.14 0.13 0.14 0.12 0.12 0.10 0.09 0.11 0.13